[1]
{"formula": "C3H20NO5", "method": "ωB97M-V/def2-TZVPD", "relative_energy_kcal_mol": 0.00, "gap_ha": 0.4420, "total_charge": 1, "multiplicity": 1, "lumo_ev": -2.51, "total_energy_ev": -15158.689, "symbols": ["C", "C", "C", "N", "H", "H", "H", "H", "H", "H", "H", "H", "H", "H", "H", "H", "O", "H", "H", "O", "H", "H", "O", "H", "H", "O", "H", "H", "O"], "coordinates": [[0.84278, -0.07799, 1.99012], [-0.47580, -0.56915, 1.41554], [-1.27207, 0.53560, 0.75771], [-0.18057, -1.63919, 0.36869], [1.36439, -0.90081, 2.52284], [1.49401, 0.37457, 1.19974], [0.64568, 0.70824, 2.77021], [-1.06577, -1.08045, 2.20219], [-0.72549, 1.00401, -0.06997], [-1.47417, 1.34081, 1.46698], [-2.24517, 0.25728, 0.35681], [0.23087, -2.46584, 0.79313], [-1.05140, -1.87651, -0.19294], [0.55134, -1.29717, -0.29394], [1.91269, 0.46919, -1.79026], [2.32021, -0.91423, -2.42324], [1.62622, -0.44931, -1.94645], [-1.21798, 2.09547, 4.39040], [-0.74372, 3.18577, 3.46085], [-0.86046, 2.23519, 3.50870], [-2.96657, -2.29929, -1.55849], [-1.69878, -1.67377, -2.24551], [-2.00849, -2.23513, -1.49918], [-0.67123, -0.77878, -4.20681], [0.03953, -0.46147, -2.84892], [-0.81545, -0.56395, -3.28767], [2.25304, 2.80671, -1.95887], [3.57171, 2.20650, -1.42081], [2.62065, 2.06370, -1.46084]]}



[2]
{"formula": "C3H20NO5S2", "method": "ωB97M-V/def2-TZVPD", "gap_ha": [0.3718, 0.2174], "total_charge": 2, "multiplicity": 2, "lumo_ev": [-7.25, -11.45], "total_energy_ev": -36816.697, "symbols": ["N", "C", "C", "S", "S", "C", "H", "H", "H", "H", "H", "H", "H", "H", "H", "H", "H", "H", "O", "H", "H", "O", "H", "H", "O", "H", "H", "O", "H", "H", "O"], "coordinates": [[-0.16902, -1.74500, 0.60997], [0.90499, -1.58970, -0.39446], [0.38847, -1.40667, -1.82078], [-0.55667, 0.18652, -1.83022], [0.85042, 1.58617, -2.01189], [1.51161, 1.87795, -3.60175], [-0.64070, -0.81641, 0.75099], [0.19345, -1.90151, 1.57812], [-0.88795, -2.46503, 0.40068], [1.60189, -2.42698, -0.43658], [1.46757, -0.67958, -0.02303], [1.11590, -1.46237, -2.62972], [-0.34230, -2.21993, -2.00336], [2.07924, 1.01055, -3.99719], [2.12999, 2.76933, -3.56194], [0.77410, 1.91514, -4.42457], [-0.88634, -0.92666, 3.10107], [-0.04518, 0.33536, 3.28786], [0.01400, -0.59140, 2.99233], [2.59936, 1.41421, 2.52220], [2.65465, 1.86421, 1.07322], [2.07453, 1.42078, 1.70618], [-2.29606, -4.48986, 2.28184], [-3.26282, -3.99264, 1.13967], [-2.37399, -3.94044, 1.49458], [-2.51546, 1.23813, 0.74761], [-1.43942, 0.92752, 1.76378], [-2.15436, 0.50376, 1.25634], [-0.24944, 2.84220, 3.70426], [0.46807, 2.17337, 2.57886], [-0.39152, 2.14968, 3.04378]]}



[3]
{"formula": "C3H20NO7", "method": "ωB97M-V/def2-TZVPD", "relative_energy_kcal_mol": 52.67, "gap_ha": [0.3850, 0.1648], "multiplicity": 2, "lumo_ev": [0.20, -5.52], "total_energy_ev": -19251.416, "symbols": ["C", "O", "C", "C", "N", "H", "H", "H", "H", "H", "H", "H", "H", "H", "H", "O", "H", "H", "O", "H", "H", "O", "H", "H", "O", "H", "H", "O", "H", "H", "O"], "coordinates": [[1.20049, 0.73982, 1.23963], [1.15124, 1.29957, -0.02524], [1.53819, -0.77824, 1.14589], [1.17098, -1.43523, 2.57726], [0.51139, -1.41838, 0.21960], [0.27469, 1.06125, 1.83041], [2.16088, 1.20300, 1.85875], [2.53133, -0.81827, 0.59366], [0.55057, -0.76783, 3.18875], [0.63659, -2.38511, 2.49236], [2.01511, -1.52754, 3.23771], [-0.37181, -1.00536, 0.36536], [0.82766, -1.23387, -0.73188], [-1.23226, 1.60287, -2.15430], [0.53854, 0.82944, -0.49114], [-0.69887, 1.00612, -1.89670], [1.06727, 3.62567, -0.33278], [0.28384, 3.06540, -1.45510], [0.86831, 3.80581, -1.23876], [-1.46882, 0.40236, -1.15757], [-2.70903, 0.73836, 0.15741], [-2.14260, 0.01007, -0.06479], [-1.29729, -3.69588, -0.71767], [-0.63066, -2.97873, 0.38324], [-0.84803, -3.86373, 0.02000], [-0.32227, 0.21301, -3.48705], [-0.39502, -1.40435, -2.94812], [-0.14769, -0.76402, -3.70726], [-1.74680, 0.46637, 1.63247], [-1.55705, 1.82626, 2.51772], [-1.45650, 0.95036, 2.40074]]}



[4]
{"formula": "C3H20O7", "method": "ωB97M-V/def2-TZVPD", "relative_energy_kcal_mol": 69.24, "smiles": "CO.CO.CO.O.O.O.O", "gap_ha": 0.3805, "multiplicity": 1, "lumo_ev": 0.16, "total_energy_ev": -17765.599, "symbols": ["O", "H", "H", "O", "H", "H", "O", "H", "H", "O", "H", "H", "C", "O", "H", "H", "H", "H", "C", "O", "H", "H", "H", "H", "C", "O", "H", "H", "H", "H"], "coordinates": [[5.15993, -0.99999, -1.64755], [5.24877, -1.27607, -2.55976], [5.99777, -0.58663, -1.43924], [-3.63210, -1.61239, -3.56330], [-2.77916, -1.93657, -3.27411], [-3.42584, -0.94313, -4.21580], [0.63875, -1.13965, -0.73600], [1.59492, -1.15282, -0.77819], [0.43056, -0.33537, -0.26058], [-1.47751, 2.38100, -4.73463], [-0.83926, 2.70900, -4.10117], [-0.96883, 1.81827, -5.31843], [-1.66447, 1.46077, 3.75601], [-1.80073, 2.02406, 2.51975], [-0.60955, 1.42448, 4.02791], [-2.27529, 1.76437, 4.60621], [-1.97391, 0.41592, 3.73057], [-2.64686, 1.77587, 2.14022], [-1.84683, -4.80416, 3.37044], [-2.51465, -4.18544, 2.30219], [-1.68596, -3.95890, 4.03958], [-2.50540, -5.53960, 3.83255], [-0.90919, -5.33319, 3.20001], [-1.86258, -3.91258, 1.65263], [2.72459, 3.93338, -0.87100], [2.36414, 3.18455, -1.99043], [2.52125, 3.39881, 0.05690], [3.76202, 4.24508, -0.99211], [2.05410, 4.77571, -0.70062], [2.92132, 2.40522, -2.05202]]}